Density functional theory data (ωB97M-V with the def2-TZVPD basis set) for a molecular structure, C12H15BEuN2O3 at a distorted geometry.

Geometry as XYZ:
```
34
Properties=species:S:1:pos:R:3:lowdin_charge:R:1
C -4.651 -0.605 -3.306 -0.014
B -3.011 -0.611 -3.395 -0.355
O -2.335 -0.816 -4.640 0.128
C -2.234 -0.324 -1.962 0.049
C -2.788 -1.139 -0.723 0.101
C -2.157 -0.912 0.697 0.087
C -1.014 0.116 0.780 -0.005
C -0.403 0.917 -0.442 0.002
C -1.030 0.687 -1.839 0.093
C 0.778 1.842 0.053 -0.434
O 1.392 2.654 -0.742 -0.023
N 0.906 1.579 1.525 -0.363
C 2.235 1.085 2.046 -0.186
C 2.349 -0.549 2.072 -0.076
C 3.912 -1.054 2.230 -0.117
N 4.668 -0.638 1.015 0.317
C -0.158 0.657 1.999 -0.342
O -0.504 0.291 3.144 0.122
H -5.134 -1.268 -4.108 0.103
H -5.045 -0.969 -2.299 0.060
H -5.017 0.488 -3.411 0.105
H -1.358 -0.746 -4.514 0.113
H -3.633 -1.895 -0.803 0.136
H -2.500 -1.427 1.650 0.134
H -0.617 1.244 -2.745 0.136
H 3.147 1.585 1.561 0.126
H 2.279 1.398 3.184 0.151
H 1.820 -0.979 3.006 0.162
H 1.929 -1.012 1.105 0.150
H 4.347 -0.659 3.210 0.161
H 3.839 -2.210 2.253 0.185
H 4.941 0.357 1.159 0.159
H 3.978 -0.688 0.230 0.167
Eu 1.071 3.602 2.009 1.966
```

Computed properties:
- 2S+1: 7
- Frontier orbital gap (spin up / spin down): 5.0 / 2.6 eV
- HOMO level (spin up / spin down): -16.39 / -17.13 eV
- Expectation value of S²: 12.07
- Net charge: +3

=====

Density functional theory data (ωB97M-V with the def2-TZVPD basis set) for a molecular structure, C12H15BrINO4RhSe2 at a distorted geometry.

Geometry as XYZ:
```
37
Properties=species:S:1:pos:R:3:lowdin_charge:R:1
Rh 0.326 0.030 -0.135 0.433
Br 1.815 2.046 2.607 0.726
C 0.616 0.662 3.017 -0.718
C 0.239 0.513 4.346 -0.114
C -0.640 -0.502 4.668 -0.055
C -1.119 -1.319 3.661 0.002
C -0.695 -1.092 2.364 -0.163
N 0.183 -0.129 2.043 -0.030
C -1.294 -1.923 1.230 -0.598
O -2.017 -2.859 1.544 0.034
O -0.955 -1.565 0.056 -0.145
H 0.639 1.187 5.088 0.093
H -0.955 -0.643 5.695 0.107
H -1.825 -2.120 3.821 0.117
O 2.110 2.510 -2.048 -0.186
C 3.069 2.011 -2.944 -0.247
C 3.035 0.492 -3.048 -0.572
C 3.982 0.137 -4.224 -0.233
O 5.352 0.486 -4.049 -0.065
C 1.684 -0.089 -3.487 -0.543
Se 0.014 0.166 -2.495 0.633
C 3.566 -0.246 -1.819 -0.549
Se 2.768 0.092 -0.062 0.535
H 2.284 3.438 -1.869 0.069
H 4.083 2.308 -2.629 0.123
H 2.903 2.419 -3.956 0.129
H 3.595 0.597 -5.142 0.119
H 3.972 -0.945 -4.364 0.126
H 5.402 1.433 -3.888 0.069
H 1.832 -1.169 -3.567 0.052
H 1.438 0.278 -4.488 0.054
H 4.634 -0.050 -1.717 0.051
H 3.447 -1.314 -2.005 0.057
I -0.726 3.349 -0.337 0.659
C -1.174 1.286 0.006 -0.886
H -1.960 1.075 -0.719 -0.051
H -1.601 1.265 1.009 -0.033
```

Computed properties:
- Frontier orbital gap: 6.3 eV
- HOMO level: -3.85 eV
- Net charge: -1

=====

Density functional theory data (ωB97M-V with the def2-TZVPD basis set) for 2 unconnected molecules or ions with the total composition C12H15ClSi at a distorted geometry.

Geometry as XYZ:
```
29
Properties=species:S:1:pos:R:3:lowdin_charge:R:1
C -2.302 0.482 -1.423 -0.123
C 0.164 -2.878 0.772 -0.076
C -2.877 1.102 -2.491 -0.050
C 1.148 -3.671 1.327 -0.099
C -0.603 1.756 -2.248 -0.105
C 2.225 -1.739 0.514 -0.136
C -0.919 0.927 -1.234 -0.324
C 0.879 -1.652 0.370 -0.289
C -1.741 1.925 -3.140 -0.182
C 2.464 -3.043 1.222 -0.204
C -0.232 2.321 1.871 -0.203
C -0.039 0.801 1.829 -0.331
Si 0.151 0.161 0.062 0.915
Cl 2.873 1.246 -0.585 -0.217
H -2.824 -0.125 -0.550 0.140
H -0.917 -3.016 0.944 0.104
H -3.853 1.023 -2.974 0.100
H 1.012 -4.682 1.698 0.105
H 0.255 2.324 -2.378 0.086
H 2.984 -1.005 0.322 0.007
H -1.442 1.594 -4.114 0.121
H -1.910 3.033 -3.222 0.147
H 2.911 -2.679 2.164 0.111
H 3.305 -3.636 0.741 0.127
H -0.585 2.693 2.810 0.053
H 0.760 2.755 1.712 0.059
H -0.842 2.888 1.106 0.084
H -0.920 0.509 2.389 0.065
H 0.875 0.585 2.504 0.116
```

Computed properties:
- 2S+1: 3
- Frontier orbital gap (spin up / spin down): 5.1 / 7.1 eV
- HOMO level (spin up / spin down): -5.44 / -9.18 eV
- Expectation value of S²: 2.01

=====

Density functional theory data (ωB97M-V with the def2-TZVPD basis set) for a molecular structure, C12H15CoF9N2O12 at a distorted geometry.

Geometry as XYZ:
```
51
Properties=species:S:1:pos:R:3:lowdin_charge:R:1
Co -12.260 -5.873 -7.791 0.834
N -13.404 -3.470 -7.482 -0.584
O -14.056 -2.429 -7.487 0.045
O -13.548 -4.404 -6.742 -0.043
O -12.524 -3.813 -8.278 -0.072
N -10.374 -7.132 -9.152 -0.641
O -10.982 -7.586 -8.214 -0.032
O -10.792 -6.055 -9.418 -0.016
O -9.487 -7.701 -9.758 0.045
C -13.595 -5.873 -2.194 -0.048
C -12.995 -6.112 -3.615 -0.170
O -13.215 -7.484 -3.966 0.026
C -13.489 -7.878 -5.217 -0.262
O -13.424 -7.174 -6.233 0.107
C -14.110 -9.338 -5.272 -0.584
F -15.383 -9.351 -5.591 0.198
F -13.437 -10.023 -6.158 0.203
F -14.036 -9.959 -4.097 0.158
H -13.086 -6.430 -1.407 0.072
H -14.632 -6.204 -2.142 0.073
H -13.703 -4.808 -1.985 0.074
H -11.939 -5.844 -3.660 0.106
H -13.482 -5.460 -4.341 0.114
C -9.650 -2.309 -6.360 -0.048
C -8.792 -3.310 -7.096 -0.226
O -8.524 -4.440 -6.334 0.013
C -9.513 -5.319 -5.901 -0.227
O -10.684 -5.335 -6.264 0.111
C -8.944 -6.338 -4.864 -0.611
F -9.333 -6.071 -3.603 0.161
F -9.320 -7.535 -5.224 0.211
F -7.660 -6.343 -4.884 0.215
H -9.478 -1.342 -6.832 0.080
H -9.456 -2.195 -5.293 0.089
H -10.703 -2.451 -6.602 0.069
H -7.770 -2.960 -7.243 0.126
H -9.155 -3.556 -8.094 0.137
C -14.613 -4.314 -12.555 -0.075
C -14.173 -5.069 -11.279 -0.231
O -14.799 -6.358 -11.140 -0.048
C -14.527 -6.982 -9.954 -0.426
O -13.831 -6.546 -9.005 -0.103
C -15.305 -8.359 -9.852 -0.547
F -16.506 -8.242 -9.263 0.105
F -15.477 -8.804 -11.110 0.108
F -14.636 -9.292 -9.142 0.108
H -13.952 -3.453 -12.653 0.066
H -15.655 -3.995 -12.535 0.062
H -14.545 -4.925 -13.456 0.063
H -14.459 -4.467 -10.417 0.107
H -13.087 -5.040 -11.185 0.111
```

Computed properties:
- 2S+1: 5
- Frontier orbital gap (spin up / spin down): 3.2 / 8.2 eV
- HOMO level (spin up / spin down): -1.03 / -6.12 eV
- Expectation value of S²: 6.01
- Net charge: -1

=====

Density functional theory data (ωB97M-V with the def2-TZVPD basis set) for 2 unconnected molecules or ions with the total composition C12H15FNO4 at a distorted geometry.

Geometry as XYZ:
```
33
Properties=species:S:1:pos:R:3:lowdin_charge:R:1
O -2.198 1.642 -0.780 -0.072
C -1.982 1.787 0.544 -0.089
C -1.437 0.520 1.482 -0.042
C 0.197 0.749 1.753 -0.209
O 0.955 -0.352 1.141 -0.138
C 2.388 -0.301 1.468 -0.133
C 2.857 0.993 2.359 -0.094
N 1.964 1.281 3.556 0.073
C 0.553 0.741 3.361 -0.125
F -0.445 1.458 4.198 -0.023
H -2.210 2.852 1.028 0.150
H -1.670 -0.462 0.888 0.146
H -2.066 0.487 2.468 0.129
H 0.425 1.816 1.270 0.176
H 2.787 -1.291 1.996 0.157
H 2.976 -0.219 0.433 0.169
H 4.006 0.952 2.679 0.176
H 2.782 1.956 1.658 0.163
H 1.864 2.320 3.702 0.206
H 2.350 0.852 4.430 0.199
H 0.571 -0.390 3.702 0.209
C -0.275 -2.516 -3.646 0.020
C -1.278 -2.542 -4.529 0.028
C -2.300 -1.478 -4.558 -0.378
O -3.220 -1.502 -5.364 0.112
C -2.170 -0.383 -3.577 0.034
C -1.167 -0.356 -2.694 0.011
C -0.144 -1.421 -2.665 -0.382
O 0.776 -1.397 -1.859 0.073
H 0.483 -3.289 -3.611 0.122
H -1.387 -3.338 -5.256 0.126
H -2.928 0.390 -3.612 0.126
H -1.057 0.439 -1.967 0.078
```

Computed properties:
- Frontier orbital gap: 8.2 eV
- HOMO level: -11.92 eV
- Net charge: +1

=====

Density functional theory data (ωB97M-V with the def2-TZVPD basis set) for C12H15N in the gas phase at a distorted geometry.

Geometry as XYZ:
```
28
Properties=species:S:1:pos:R:3:lowdin_charge:R:1
N 2.897 -1.251 -0.926 -0.039
C 1.466 -0.790 -0.815 -0.372
C 1.407 0.696 -1.138 -0.180
C 0.348 1.327 -0.400 -0.228
C 1.323 1.579 0.992 -0.176
C 1.438 0.320 1.556 -0.157
C 0.770 -0.928 0.628 -0.181
C -0.616 -0.643 0.437 -0.152
C -1.827 -1.519 0.564 0.026
C -3.013 -1.017 -0.101 -0.053
C -3.094 0.421 -0.413 -0.038
C -1.933 1.234 -0.343 -0.092
C -0.873 0.671 -0.021 -0.278
H 2.918 -2.375 -0.716 0.110
H 3.303 -1.121 0.216 0.135
H 1.053 -1.570 -1.532 0.150
H 1.543 1.094 -2.268 0.158
H 2.538 1.127 -0.609 0.182
H 0.250 2.241 -1.130 0.167
H 2.196 2.060 0.889 0.052
H 0.936 2.443 1.648 0.141
H 2.449 -0.187 1.771 0.127
H 0.828 0.146 2.384 0.092
H 0.792 -2.002 1.119 0.177
H -1.832 -2.553 1.008 0.109
H -3.613 -1.798 -0.305 0.042
H -4.080 0.880 -0.709 0.105
H -1.936 2.271 -0.963 0.176
```

Computed properties:
- Frontier orbital gap: 9.2 eV
- HOMO level: -8.36 eV
- Structure (SMILES): N[C@@H]1C[C@@H]2CC[C@H]1c1ccccc12

=====

DFT total energy per entry: -1535.10887; -8607.18066; -1215.69982; -3760.02711; -921.38130; -520.75483 a.u.